{"formula": "C6H5BrCl2FN", "method": "wB97M-V/def2-TZVPD", "de_lowest_kcal_mol": 2.3, "homo_ev": -10.2, "symbols": ["F", "C", "C", "C", "C", "C", "Cl", "N", "C", "Cl", "Br", "H", "H", "H", "H", "H"], "xyz": [[-2.427, 2.488, 1.187], [-1.504, 1.792, 0.549], [-0.736, 0.763, 1.400], [-0.077, -0.166, 0.785], [-0.257, -0.513, -0.656], [0.746, -1.498, -1.164], [2.338, -0.601, -1.200], [-1.245, -0.085, -1.283], [-2.088, 0.961, -0.661], [-3.530, 0.062, -0.008], [-2.382, 2.188, -2.227], [-0.716, 2.566, 0.273], [-0.794, 0.955, 2.446], [0.587, -0.771, 1.278], [0.544, -1.841, -2.100], [0.693, -2.209, -0.369]]}


{"formula": "C5H13NO2", "method": "wB97M-V/def2-TZVPD", "de_lowest_kcal_mol": 30.2, "homo_ev": -9.1, "symbols": ["C", "C", "C", "O", "N", "C", "C", "H", "H", "H", "H", "H", "H", "H", "H", "H", "H", "H", "O", "H", "H"], "xyz": [[-1.310, -1.002, -0.617], [-0.310, 0.208, -0.752], [-0.219, 0.955, 0.575], [-0.996, 0.659, 1.453], [0.730, 1.921, 0.782], [1.898, 1.972, -0.124], [0.926, 2.469, 2.083], [-2.298, -0.833, -0.159], [-0.699, -1.605, 0.075], [-1.448, -1.570, -1.552], [0.698, -0.163, -1.020], [-0.639, 0.899, -1.552], [1.684, 1.834, -1.197], [2.469, 1.099, 0.235], [2.520, 2.874, -0.002], [1.567, 3.363, 1.999], [1.463, 1.704, 2.668], [0.006, 2.746, 2.625], [-2.368, -5.784, -2.018], [-1.941, -6.642, -1.796], [-1.732, -5.102, -1.704]]}


{"formula": "C2H5F2N", "method": "wB97M-V/def2-TZVPD", "de_lowest_kcal_mol": 38.4, "homo_ev": -9.6, "symbols": ["C", "C", "F", "F", "H", "H", "N", "H", "H", "H"], "xyz": [[0.761, -1.066, -0.036], [1.548, -0.077, -0.497], [1.188, 1.034, -1.084], [2.937, -0.021, -0.368], [-0.321, -0.887, -0.015], [1.442, -1.703, 0.534], [-1.648, 0.545, 0.166], [-2.525, 0.016, 0.282], [-2.026, 1.404, -0.095], [-1.356, 0.754, 1.114]]}


{"formula": "C26H58P4STl", "method": "wB97M-V/def2-TZVPD", "charge": 3, "de_lowest_kcal_mol": 0.0, "homo_ev": [-15.6, -15.7], "symbols": ["Tl", "P", "P", "P", "H", "C", "C", "H", "C", "C", "C", "C", "C", "C", "C", "C", "C", "H", "H", "H", "H", "H", "H", "H", "H", "H", "H", "H", "H", "H", "H", "H", "H", "H", "H", "H", "H", "H", "H", "H", "H", "H", "H", "H", "H", "H", "C", "C", "C", "C", "C", "C", "S", "H", "H", "H", "H", "H", "H", "C", "C", "C", "P", "C", "C", "C", "C", "C", "C", "H", "H", "H", "H", "H", "H", "H", "H", "H", "H", "H", "H", "H", "H", "H", "H", "H", "H", "H", "H", "H"], "xyz": [[-0.281, -0.606, -0.543], [-0.865, 2.688, 1.475], [-2.929, 0.166, -0.850], [2.316, 2.153, -0.347], [-0.106, -1.450, -8.130], [0.957, -1.714, -7.925], [1.272, -2.840, -7.278], [0.467, -3.507, -6.892], [-1.296, 4.164, 0.481], [-2.351, 2.721, 2.570], [0.265, 3.515, 2.677], [-3.050, -1.271, -1.999], [-4.276, -0.198, 0.331], [-3.512, 1.546, -1.881], [3.428, 1.289, -1.464], [3.347, 2.203, 1.146], [2.219, 3.849, -0.892], [1.708, -1.010, -8.283], [2.297, -3.150, -7.112], [-1.549, 4.986, 1.167], [-2.166, 3.917, -0.143], [-0.453, 4.457, -0.158], [-2.452, 3.750, 2.955], [-2.190, 2.017, 3.408], [-3.243, 2.440, 1.987], [-0.288, 4.339, 3.155], [1.155, 3.907, 2.168], [0.551, 2.773, 3.439], [-4.080, -1.655, -2.015], [-2.389, -2.075, -1.628], [-2.713, -0.999, -3.011], [-5.245, 0.160, -0.041], [-4.050, 0.290, 1.293], [-4.309, -1.288, 0.494], [-4.455, 1.318, -2.385], [-2.738, 1.759, -2.630], [-3.631, 2.432, -1.245], [4.313, 1.924, -1.516], [2.950, 1.156, -2.441], [3.623, 0.307, -1.017], [4.250, 2.678, 0.741], [3.579, 1.185, 1.488], [2.930, 2.819, 1.952], [3.259, 4.105, -1.080], [1.790, 4.463, -0.097], [1.621, 3.938, -1.804], [0.705, -0.798, -3.731], [0.565, 0.577, -4.025], [-0.082, 0.972, -5.199], [-0.686, -0.020, -5.989], [-0.758, -1.339, -5.537], [-0.095, -1.772, -4.406], [1.797, -1.383, -2.565], [1.132, 1.724, -0.954], [1.044, 1.271, -3.332], [-0.106, 2.015, -5.506], [-1.043, 0.223, -6.989], [-1.264, -2.087, -6.144], [-0.025, -2.807, -4.054], [-1.646, -0.527, 4.149], [-0.131, -0.466, 3.955], [0.578, -0.890, 5.248], [0.312, -1.282, 2.336], [2.196, -1.417, 2.110], [3.012, -1.143, 3.368], [2.620, -2.739, 1.456], [-0.344, -3.016, 2.416], [0.005, -3.737, 3.713], [-1.844, -3.112, 2.123], [-2.197, -0.295, 3.230], [-1.941, 0.202, 4.919], [-1.969, -1.514, 4.510], [0.144, 0.587, 3.770], [-0.021, -0.556, 6.114], [0.705, -1.973, 5.340], [1.554, -0.410, 5.355], [2.417, -0.600, 1.399], [2.812, -1.871, 4.162], [4.088, -1.233, 3.118], [2.863, -0.131, 3.768], [2.115, -2.893, 0.491], [3.708, -2.686, 1.277], [2.407, -3.601, 2.116], [0.166, -3.563, 1.609], [-0.576, -3.372, 4.558], [-0.238, -4.801, 3.610], [1.065, -3.691, 3.981], [-2.175, -2.511, 1.269], [-2.087, -4.144, 1.865], [-2.463, -2.838, 2.975]]}